(1)
Computed, not measured: C19H28AuNO4 as an isolated structure in a non-equilibrium geometry, with the ωB97M-V functional and the def2-TZVPD basis.

```
53
Properties=species:S:1:pos:R:3:mulliken_charge:R:1
H -1.01 1.51 -6.75 0.333
H -2.10 -1.31 -7.92 0.368
H 1.04 -2.80 -2.43 0.720
H -0.39 -3.72 -0.32 0.409
C -2.26 -0.69 0.59 -0.245
H 2.45 -0.61 -1.61 0.540
H 2.04 4.45 -4.41 0.398
N 1.18 2.10 0.43 0.392
H -0.31 3.72 -4.75 0.322
C -2.84 -1.01 -0.62 -0.873
H -1.05 -2.09 -9.12 0.394
C 0.85 -2.22 -1.53 -0.857
C 1.79 -1.22 -1.01 -0.483
O 1.07 1.85 -0.77 -0.184
H -1.36 1.20 1.36 0.588
H 1.49 -2.01 -8.81 0.409
C 1.65 -1.14 0.37 -0.491
O 2.28 2.38 -4.76 -0.509
C 1.34 -1.74 -7.76 -1.715
H 2.18 3.41 -2.94 0.215
C 1.50 1.24 -4.29 -0.314
H -1.60 2.07 -1.19 0.532
C -1.74 0.65 0.50 -0.593
C 1.75 3.49 -3.97 -0.538
C 0.21 3.30 -3.87 -0.794
H 0.79 1.54 -6.68 0.188
C 0.09 1.74 -3.86 1.172
O 0.92 1.29 1.33 -0.288
O -0.16 -0.40 -6.29 -0.384
H 2.22 -0.51 1.06 0.607
H 2.18 -1.10 -7.46 0.338
H -2.22 -1.32 1.48 0.522
H 1.02 0.59 -8.83 0.292
C -1.15 -1.85 -8.05 -1.725
H -0.78 0.59 -9.03 0.321
H -0.09 1.39 -2.84 -1.219
H -0.70 1.37 -4.52 0.554
C -0.09 0.94 -6.95 -0.332
Au -0.76 -1.08 -2.69 0.591
C -2.43 -0.01 -1.63 -0.734
C 0.06 0.38 -8.36 -0.906
H 1.32 -2.68 -7.18 0.394
H -3.02 0.21 -2.53 0.705
H 2.03 0.83 -3.41 0.127
H 1.44 0.44 -5.05 0.197
C 0.02 -0.99 -7.62 1.571
C -1.85 1.08 -0.81 -0.513
H 0.41 -2.29 1.84 0.485
H -0.25 3.79 -3.00 0.334
C 0.26 -2.85 -0.31 -0.786
C 0.70 -2.14 0.80 -0.360
H -3.49 -1.86 -0.79 0.437
H -1.17 -2.80 -7.50 0.385
```

ΔE to the lowest compared entry with this formula, charge and spin in kcal/mol: 1.4
Highest occupied orbital energy (spin up / spin down) in eV: -7.68 / -7.55
Expectation value of S²: 2.032
Total energy in hartree: -1231.82426
Multiplicity: 3

=====

(2)
Computed, not measured: C6H11NO as an isolated structure in a non-equilibrium geometry, with the ωB97M-V functional and the def2-TZVPD basis.

```
19
Properties=species:S:1:pos:R:3:mulliken_charge:R:1
H 0.85 0.84 2.12 0.242
H 2.50 -1.32 1.07 0.288
N 1.53 -0.96 0.53 -0.473
H -2.26 -1.91 -0.68 0.247
C -1.01 -0.23 -0.10 0.600
H -0.46 -2.17 -1.00 0.268
H 0.66 -1.16 -1.42 0.033
C 1.21 0.44 1.03 -0.693
H 2.21 0.98 0.86 0.326
H 2.40 -0.05 -1.36 0.362
C -2.19 0.53 0.39 -1.158
H -2.21 0.73 1.74 0.195
O 0.32 1.62 -0.96 -0.656
H -3.19 0.00 0.22 0.355
C -1.25 -1.40 -0.45 -1.007
C 1.52 -0.48 -0.95 -0.513
C 0.35 0.48 -0.35 0.913
H 1.13 2.35 -0.50 0.451
H -2.13 1.68 -0.19 0.220
```

ΔE to the lowest compared entry with this formula, charge and spin in kcal/mol: 185.8
Highest occupied orbital energy in eV: -8.72
Total energy in hartree: -364.93537
Multiplicity: 1

=====

(3)
Computed, not measured: the molecule C4H7N in a non-equilibrium geometry, with the ωB97M-V functional and the def2-TZVPD basis.

```
12
Properties=species:S:1:pos:R:3:mulliken_charge:R:1
H 1.05 1.10 1.09 0.290
H 1.31 0.33 -1.87 0.282
C -1.55 0.33 0.75 -1.056
C 1.53 0.82 -0.93 -0.655
H 0.51 -1.91 -0.30 0.256
H -1.70 1.30 1.20 0.295
N -0.39 -1.48 -0.29 -0.540
H -2.45 -0.27 0.78 0.222
C -0.43 -0.18 0.25 0.772
H 2.43 1.42 -0.91 0.278
C 0.80 0.62 0.15 -0.370
H -1.11 -2.08 0.09 0.228
```

ΔE to the lowest compared entry with this formula, charge and spin in kcal/mol: 24.7
Highest occupied orbital energy in eV: -8.20
SMILES: C=CC(=C)N
Total energy in hartree: -211.32131
Multiplicity: 1

=====

(4)
Computed, not measured: a 2-piece molecular cluster, C3H8N3S overall in a non-equilibrium geometry, with the ωB97M-V functional and the def2-TZVPD basis.

```
15
Properties=species:S:1:pos:R:3:mulliken_charge:R:1
H -0.97 -1.76 -1.40 0.370
N -0.60 1.20 2.42 -0.282
H 2.86 -0.55 -1.38 0.251
C -0.85 0.50 1.38 0.358
H 2.75 -1.73 -0.35 0.254
H 0.08 1.89 2.15 0.306
N -0.26 1.38 -0.47 -0.464
H -1.14 1.20 3.26 0.269
C -0.65 0.53 -1.27 0.136
H -2.42 -0.80 -1.38 0.418
C -1.35 -0.74 -0.97 -0.556
H -0.47 0.81 -2.30 0.410
N 2.22 -0.87 -0.65 -0.706
H 2.31 -0.16 0.12 0.231
S -1.52 -0.91 0.87 0.004
```

Charge: +1
ΔE to the lowest compared entry with this formula, charge and spin in kcal/mol: 70.1
Highest occupied orbital energy (spin up / spin down) in eV: -13.77 / -13.77
Total energy in hartree: -681.20250
Multiplicity: 1

=====

(5)
Computed, not measured: a 3-piece molecular cluster, C5H14N2 overall in a non-equilibrium geometry, with the ωB97M-V functional and the def2-TZVPD basis.

```
21
Properties=species:S:1:pos:R:3:mulliken_charge:R:1
H -1.24 -0.39 1.46 0.303
H -2.76 -1.38 1.36 0.229
H 3.40 2.54 0.07 0.270
N -1.54 -1.88 2.85 -0.630
H 0.05 -2.36 0.30 0.381
H -1.36 -2.86 2.63 0.254
H 2.89 2.08 -2.18 0.319
C 1.29 3.46 -2.41 -0.912
H 0.49 2.75 -2.70 0.233
C 2.19 2.59 -1.52 -0.163
C -1.66 -1.39 1.38 -0.218
H 1.36 -0.27 -0.82 -0.227
C 2.49 2.99 -0.29 -0.676
H -0.65 -1.70 3.32 0.263
H 0.81 4.26 -1.85 0.298
C -1.03 -2.36 0.51 -0.471
H 1.83 3.76 -3.31 0.283
H -1.57 -4.03 -0.11 0.313
H -2.61 -2.82 -0.30 0.304
N -1.66 -3.11 -0.56 -0.468
H 2.33 4.00 0.04 0.313
```

ΔE to the lowest compared entry with this formula, charge and spin in kcal/mol: 216.2
Highest occupied orbital energy in eV: -6.45
Total energy in hartree: -308.07847
Multiplicity: 1

=====

(6)
Computed, not measured: C16H40ClO2P2PdSi2 as an isolated structure in a non-equilibrium geometry, with the ωB97M-V functional and the def2-TZVPD basis.

```
64
Properties=species:S:1:pos:R:3:mulliken_charge:R:1
O 1.48 0.01 -2.74 -0.242
C 0.09 2.89 -2.07 -1.120
H 1.40 -2.31 -2.12 0.368
H -2.21 -0.05 5.42 0.288
H 2.12 2.65 3.99 0.463
C 0.93 3.60 0.41 -1.236
H -0.70 2.61 -2.77 0.293
H -2.03 4.15 -0.43 0.415
H 1.00 2.36 -2.37 0.333
C -0.99 3.20 3.21 -1.105
C -1.61 -3.17 -0.02 -1.110
H 0.77 4.59 -0.04 0.490
H -0.73 0.70 -4.82 0.296
H 0.00 2.63 5.77 0.501
C -1.98 3.10 -0.12 -1.171
H 0.30 3.97 -2.13 0.543
Cl -1.39 -0.17 -1.86 -0.315
H -2.65 2.50 -0.75 0.399
H -0.79 3.86 4.06 0.360
H -0.75 -3.63 4.15 0.429
H -2.07 3.02 3.18 0.380
C 0.59 -2.98 -1.81 -1.199
C -0.08 -0.17 -4.67 -0.961
H 1.21 -2.42 5.06 0.457
H -1.38 1.56 5.71 0.500
Pd -0.23 0.02 0.25 0.061
C -0.32 1.63 5.43 -1.377
H 2.18 1.90 2.37 0.273
C 1.10 -1.37 4.76 -1.169
C 1.34 -3.27 0.80 -1.456
H 0.25 0.89 6.01 0.272
H -2.33 3.02 0.91 0.271
H -0.73 3.75 2.30 0.386
P 0.04 -2.39 -0.15 1.240
C -1.83 -1.05 5.22 -1.130
Si -0.03 1.62 3.52 0.101
H 2.29 -3.17 0.25 0.483
H -2.71 -1.67 4.99 0.453
H 1.48 -2.84 1.80 0.328
H 0.88 3.69 1.50 0.200
H 1.10 -4.34 0.89 0.501
H 1.99 -1.11 4.17 0.341
H -2.16 -2.90 -0.93 0.454
H -1.78 0.31 2.28 0.715
C -0.94 -2.99 3.27 -1.003
Si -0.55 -1.24 3.84 0.206
C 0.45 -0.10 -3.31 0.728
H -0.33 -3.36 2.44 0.161
H 0.72 -0.14 -5.43 0.412
H -1.42 -1.42 6.16 0.398
H 1.12 -0.78 5.68 0.368
H -1.54 -4.26 0.05 0.410
H -2.00 -3.09 3.01 0.358
C 1.71 0.17 0.11 0.071
H 2.35 0.90 3.83 0.341
H -2.17 -2.79 0.83 0.246
O 2.86 0.16 0.17 -0.221
C 1.83 1.77 3.40 -0.866
H -0.19 -2.96 -2.59 0.306
H 1.02 -4.00 -1.72 0.491
H 1.94 3.24 0.15 0.415
C -0.68 0.13 2.46 -0.244
P -0.29 2.43 -0.34 1.114
H -0.61 -1.11 -4.78 0.303
```

Charge: +3
ΔE to the lowest compared entry with this formula, charge and spin in kcal/mol: 8.5
Highest occupied orbital energy (spin up / spin down) in eV: -16.89 / -18.46
Expectation value of S²: 6.021
Total energy in hartree: -2632.71703
Multiplicity: 5

=====

(7)
Computed, not measured: C3H9NO3 as an isolated structure in a non-equilibrium geometry, with the ωB97M-V functional and the def2-TZVPD basis.

```
16
Properties=species:S:1:pos:R:3:mulliken_charge:R:1
H 2.12 -1.70 0.13 0.340
H -0.03 2.06 -0.81 0.363
H -0.60 0.10 1.62 0.296
C 1.65 -0.03 0.98 -0.251
O 2.56 -0.93 0.52 -0.446
H 0.52 -0.80 -1.71 0.291
H -2.27 -0.33 -1.51 0.311
H 1.97 0.97 0.71 0.262
C -0.55 0.28 -0.36 1.072
H 1.56 -0.21 2.05 0.292
H -2.23 -0.97 0.14 0.347
O 0.26 -0.95 -0.79 -0.586
O -0.21 1.26 -1.31 -0.571
N -0.10 0.62 0.91 -0.743
H -2.63 0.73 -0.12 0.334
C -2.02 -0.10 -0.47 -1.310
```

ΔE to the lowest compared entry with this formula, charge and spin in kcal/mol: 86.0
Highest occupied orbital energy in eV: -9.78
Total energy in hartree: -400.08449
Multiplicity: 1

=====

(8)
Computed, not measured: a 2-piece molecular cluster, C9H16N3O overall in a non-equilibrium geometry, with the ωB97M-V functional and the def2-TZVPD basis.

```
29
Properties=species:S:1:pos:R:3:mulliken_charge:R:1
C -1.36 -1.94 -0.36 0.563
H 0.32 -1.50 0.62 -0.006
H -2.34 0.20 -2.56 0.386
C 0.79 2.46 0.68 -0.559
H 0.34 3.39 1.00 0.410
C 0.70 1.43 1.62 0.726
H -2.23 -3.81 -0.28 0.214
C 1.41 0.25 1.38 -0.840
H -0.60 0.06 -2.64 0.272
H -1.77 -1.26 -2.99 0.330
H 3.59 0.93 -2.14 0.338
O 2.64 0.83 -2.00 -0.510
H -0.46 2.45 3.19 0.425
H 1.34 2.94 -1.32 0.465
H -1.78 0.07 -0.30 0.225
H -0.30 -3.05 0.94 0.259
H 1.39 -0.46 2.20 0.465
C -1.49 -0.45 -2.32 -0.985
N -2.19 -2.90 -0.71 -0.342
C 1.49 2.25 -0.51 -0.370
H -1.26 1.17 2.32 0.221
H -0.15 0.75 3.53 0.356
C 2.20 1.09 -0.72 0.233
N -0.49 -2.11 0.62 -0.230
H -2.88 -2.80 -1.44 0.231
N -1.51 -0.70 -0.89 -0.043
H 2.72 -0.85 0.09 0.442
C -0.30 1.49 2.73 -1.440
C 2.17 0.07 0.24 -0.236
```

Charge: +1
ΔE to the lowest compared entry with this formula, charge and spin in kcal/mol: 26.1
Highest occupied orbital energy in eV: -11.78
Total energy in hartree: -591.81394
Multiplicity: 1